ORCA calculation (the ωB97M-V functional and the def2-TZVPD basis) on a molecular structure, C16H23F4N2ORhS.

**E_tot**: -1715.73538 Eh
**F_max**: 0.95 eV Å⁻¹
**Gap between HOMO and LUMO (alpha / beta)**: 0.34936 / 0.25666 Ha
**Highest occupied orbital energy (alpha / beta)**: -15.27 / -15.63 eV

ORCA input file:
```
! wB97M-V def2-TZVPD RIJCOSX def2/J DEFGRID3
* xyz 2 5
Rh 0.7177 -0.5995 -0.5572
C 0.5346 -3.1682 0.7701
C 1.4603 -2.4865 1.7751
N 1.8268 -1.0948 1.3924
C 3.2559 -0.9475 1.0499
C 3.5178 -1.4883 -0.3515
C 1.2851 -0.0723 2.3017
C 1.4319 1.3441 1.7444
N 1.1599 1.3456 0.3231
C 1.1422 2.4441 -0.4321
C 1.0064 2.2867 -1.8397
F 0.9589 1.0189 -2.3170
C 0.9499 3.3389 -2.7096
F 0.8318 3.1107 -4.0026
C 1.0285 4.6445 -2.2266
C 1.1762 4.8506 -0.8636
F 1.2580 6.0769 -0.3901
C 1.2475 3.7926 0.0215
F 1.4042 4.0405 1.3081
H 0.3246 -4.1865 1.0981
H 0.9952 -3.2531 -0.2216
H -0.4295 -2.6544 0.7019
H 2.3750 -3.0694 1.8785
H 0.9754 -2.4682 2.7511
H 3.8722 -1.4756 1.7813
H 3.5301 0.1039 1.0894
H 3.4564 -2.5744 -0.3960
H 4.5038 -1.1875 -0.7012
H 2.7881 -1.0643 -1.0718
H 1.7678 -0.1194 3.2830
H 0.2245 -0.2930 2.4361
H 2.4332 1.7413 1.9339
H 0.7488 1.9969 2.2917
H 0.9812 5.4860 -2.9058
O -1.3923 -0.8515 -0.7344
S -2.6600 -0.1029 -1.2058
C -3.6565 -1.4093 -1.9840
C -4.3322 -2.1434 -0.8363
C -4.8623 -1.0412 0.0750
C -3.7122 -0.0598 0.2996
H -2.9922 -2.0057 -2.6063
H -4.3820 -0.8912 -2.6154
H -3.6070 -2.7699 -0.3135
H -5.1339 -2.7829 -1.2026
H -5.2290 -1.4310 1.0233
H -5.6922 -0.5318 -0.4170
H -3.0436 -0.3619 1.1049
H -4.0448 0.9632 0.4677
*
```

ORCA calculation (the ωB97M-V functional and the def2-TZVPD basis) on a molecular structure, C16H23MoN6OP2S in a non-equilibrium geometry.

**Energy above the lowest of the compared OMol25 structures with the same formula, charge and spin**: 40.80 kJ/mol
**E_tot**: -2176.20567 Eh
**F_max**: 1.61 eV Å⁻¹
**Gap between HOMO and LUMO (alpha / beta)**: 0.23310 / 0.24515 Ha
**Highest occupied orbital energy (alpha / beta)**: -10.94 / -11.25 eV

ORCA input file:
```
! wB97M-V def2-TZVPD RIJCOSX def2/J DEFGRID3
* xyz 1 3
Mo -0.2082 0.4307 0.2114
N -4.0191 0.4108 2.4947
C -3.0010 0.3623 1.6212
S -1.4237 0.8684 2.2506
N -3.2080 -0.0541 0.4182
N -2.1287 -0.0473 -0.4397
C -2.4592 -0.3155 -1.6679
C -1.5651 -0.4168 -2.7844
C -2.0972 -0.5548 -4.0751
C -1.2782 -0.6423 -5.1774
C 0.1058 -0.6173 -5.0165
C 0.6600 -0.5084 -3.7559
C -0.1608 -0.3983 -2.6370
O 0.3889 -0.2881 -1.4204
H -3.8707 0.8256 3.3960
H -4.9586 0.2560 2.1687
H -3.5179 -0.4709 -1.8521
H -3.1736 -0.5802 -4.1965
H -1.7093 -0.7298 -6.1649
H 0.7511 -0.6929 -5.8812
H 1.7326 -0.4944 -3.6105
C -0.8924 -2.4911 2.4730
P 0.1921 -1.7956 1.1910
C 0.2991 -3.1429 -0.0304
C 1.8420 -1.7878 2.0155
C 2.8043 -0.8379 1.3017
P 2.0384 0.8206 1.1039
C 3.2395 1.7227 0.0773
C 2.2105 1.6147 2.7326
H -0.5043 -3.4514 2.8123
H -1.8957 -2.6288 2.0677
H -0.9511 -1.7983 3.3097
H 0.5535 -4.0819 0.4590
H 1.0486 -2.8993 -0.7831
H -0.6666 -3.2440 -0.5275
H 2.2379 -2.8035 2.0510
H 1.6765 -1.4590 3.0449
H 3.0164 -1.1992 0.2910
H 3.7528 -0.7529 1.8353
H 4.2482 1.5560 0.4536
H 3.0143 2.7888 0.1088
H 3.1718 1.3817 -0.9554
H 3.2610 1.6696 3.0161
H 1.6500 1.0611 3.4860
H 1.7963 2.6222 2.6770
N -0.2507 2.3052 -0.2700
C -0.2239 3.4866 -0.0688
N -0.0978 4.6906 0.0703
C -0.5458 5.7014 0.7748
N -0.8838 6.6095 1.4010
*
```

ORCA calculation (the ωB97M-V functional and the def2-TZVPD basis) on a single C16H23N3O3S2 molecule in a non-equilibrium geometry.

**Energy above the lowest of the compared OMol25 structures with the same formula, charge and spin**: 230.08 kJ/mol
**E_tot**: -1809.80427 Eh
**F_max**: 1.11 eV Å⁻¹
**Gap between HOMO and LUMO**: 0.31507 Ha
**Highest occupied orbital energy**: -7.96 eV

ORCA input file:
```
! wB97M-V def2-TZVPD RIJCOSX def2/J DEFGRID3
* xyz 0 1
C 2.4449 7.5329 0.6462
C 1.8632 6.3543 -0.1179
H 0.7858 6.2685 0.0769
H 2.0189 6.4865 -1.1967
O 2.5301 5.1849 0.3277
C 2.2158 3.9909 -0.2156
C 1.2444 3.7897 -1.1979
C 1.0110 2.5151 -1.6825
C 1.7366 1.4469 -1.1968
C 2.7033 1.6297 -0.2232
C 2.9422 2.8951 0.2672
H 3.6907 3.0724 1.0228
H 3.2617 0.7749 0.1247
S 1.3893 -0.1755 -1.8468
O 2.3312 -1.1123 -1.2902
O 1.2649 -0.1076 -3.2716
N -0.1581 -0.4130 -1.2152
C -0.1552 -0.8591 0.1585
H -1.1226 -0.5979 0.6021
C 0.0736 -2.3773 0.2677
N -0.9102 -3.0738 -0.5383
C -2.0944 -3.5388 -0.0482
N -2.1128 -3.9372 1.2474
C -3.2403 -4.5529 1.8647
C -3.2807 -4.6428 3.3573
C -3.0870 -5.8862 2.5356
H -2.1101 -6.3462 2.5362
H -3.8990 -6.5915 2.4624
H -4.2261 -4.4925 3.8538
H -2.4345 -4.2672 3.9136
H -4.1498 -4.3445 1.3185
H -1.2321 -4.0876 1.7169
S -3.4531 -3.6463 -0.9923
C -0.8243 -2.6643 -1.9279
H 0.1843 -2.8938 -2.2846
C -1.0738 -1.1612 -2.0549
H -2.0967 -0.9249 -1.7466
H -0.9117 -0.8320 -3.0801
H -1.5602 -3.2234 -2.5064
H 1.0681 -2.6079 -0.1252
H 0.0254 -2.6717 1.3155
H 0.6376 -0.3209 0.6801
H 0.2727 2.3369 -2.4473
H 0.6725 4.6152 -1.5897
H 1.9574 8.4518 0.3342
H 2.2960 7.3940 1.7133
H 3.5110 7.6108 0.4527
*
```

ORCA calculation (the ωB97M-V functional and the def2-TZVPD basis) on a single C16H23N3O6S2 molecule in a non-equilibrium geometry.

**Energy above the lowest of the compared OMol25 structures with the same formula, charge and spin**: 35.41 kJ/mol
**E_tot**: -2035.65213 Eh
**F_max**: 1.29 eV Å⁻¹
**Gap between HOMO and LUMO**: 0.32628 Ha
**Highest occupied orbital energy**: -8.71 eV

ORCA input file:
```
! wB97M-V def2-TZVPD RIJCOSX def2/J DEFGRID3
* xyz 0 1
C 0.2871 3.8386 -4.6256
C 1.7197 3.3964 -4.3648
H 2.3722 4.2534 -4.1853
H 2.0929 2.8124 -5.2125
O 1.8199 2.6037 -3.1830
C 1.5250 1.2963 -3.3047
O 1.1859 0.7698 -4.3356
C 1.7060 0.6114 -2.0339
C 1.4091 -0.6924 -1.7083
N 1.7496 -1.0453 -0.4462
C 2.2848 -0.0755 0.2148
N 2.7408 -0.1339 1.4987
C 2.4091 -1.0080 2.5139
O 2.9135 -0.8843 3.5999
C 1.5049 -2.1867 2.1713
H 1.3426 -2.7487 3.0974
H 2.0028 -2.8155 1.4280
O 0.2388 -1.8646 1.6001
C -0.2703 -0.6639 1.8082
O 0.2312 0.1947 2.4901
C -1.5699 -0.4623 1.0362
N -1.5285 0.8517 0.4381
C -1.5634 1.0395 -0.9061
O -1.7503 0.1265 -1.6808
C -1.3740 2.4780 -1.3244
H -0.3426 2.7788 -1.1482
H -2.0307 3.1319 -0.7559
H -1.5929 2.5708 -2.3840
H -1.2756 1.6105 1.0536
H -1.6285 -1.1921 0.2226
C -2.7748 -0.6048 1.9791
C -2.8844 -2.0135 2.5410
H -2.0483 -2.2357 3.2027
H -2.9169 -2.7587 1.7460
S -4.3752 -2.2269 3.5684
C -5.6269 -2.4213 2.2681
H -6.5661 -2.6220 2.7722
H -5.7104 -1.5082 1.6863
H -5.3597 -3.2606 1.6323
H -2.6781 0.1097 2.7997
H -3.6732 -0.3556 1.4110
H 3.2727 0.6674 1.8204
S 2.4281 1.4308 -0.6779
C 0.7344 -1.6695 -2.5910
H -0.3343 -1.4495 -2.5916
H 0.8953 -2.6760 -2.2172
H 1.0917 -1.5685 -3.6118
H 0.2582 4.4695 -5.5092
H -0.0965 4.3989 -3.7761
H -0.3420 2.9680 -4.7952
*
```

ORCA calculation (the ωB97M-V functional and the def2-TZVPD basis) on a gas-phase ion, C16H23N4O (charge +1).

**Energy above the lowest of the compared OMol25 structures with the same formula, charge and spin**: 0.00 kJ/mol
**E_tot**: -917.52845 Eh
**F_max**: 0.93 eV Å⁻¹
**Gap between HOMO and LUMO**: 0.28161 Ha
**Highest occupied orbital energy**: -11.04 eV

ORCA input file:
```
! wB97M-V def2-TZVPD RIJCOSX def2/J DEFGRID3
* xyz 1 1
C -1.2213 -3.7927 2.5798
C -0.5222 -2.4449 2.6022
H -0.5600 -2.0119 3.6023
H 0.5252 -2.5631 2.3161
N -1.1582 -1.5024 1.6394
H -1.5117 -2.0668 0.8503
C -0.1996 -0.6011 0.9554
N -0.2327 -0.7950 -0.3298
C 0.5757 -0.0243 -1.1137
N 1.4034 0.8829 -0.6191
C 1.4501 1.0696 0.6954
C 2.3374 2.0402 1.2161
C 2.4007 2.2653 2.5590
C 1.5886 1.5382 3.4516
C 0.7196 0.5906 2.9940
C 0.6210 0.3255 1.6098
H 0.1138 0.0460 3.7018
H 1.6594 1.7363 4.5096
H 3.0778 3.0066 2.9538
H 2.9487 2.5835 0.5146
N 0.5541 -0.2420 -2.4301
C -0.4789 -1.0255 -3.0720
H -1.1459 -1.4099 -2.3018
H -0.0216 -1.8655 -3.6046
C -1.2407 -0.1052 -4.0592
O -1.1213 1.2339 -3.6500
C 0.1959 1.7177 -3.8119
H 0.3826 1.9715 -4.8645
C 1.2259 0.6703 -3.3292
H 2.0511 1.1454 -2.8032
H 1.6122 0.0859 -4.1678
H 0.2464 2.6263 -3.2101
H -0.8540 -0.2282 -5.0796
H -2.3068 -0.3342 -4.0587
C -2.3258 -0.7632 2.1928
C -3.1966 -0.2207 1.0737
H -2.6387 0.4539 0.4291
H -3.6029 -1.0277 0.4674
H -4.0291 0.3322 1.4991
H -1.9552 0.0519 2.8157
H -2.8999 -1.4522 2.8154
H -0.7404 -4.4583 3.2909
H -2.2685 -3.7094 2.8600
H -1.1534 -4.2514 1.5957
*
```

ORCA calculation (the ωB97M-V functional and the def2-TZVPD basis) on a single C16H23N5O4 molecule in a non-equilibrium geometry.

**Energy above the lowest of the compared OMol25 structures with the same formula, charge and spin**: 0.00 kJ/mol
**E_tot**: -1198.32364 Eh
**F_max**: 1.46 eV Å⁻¹
**Gap between HOMO and LUMO**: 0.30262 Ha
**Highest occupied orbital energy**: -7.55 eV

ORCA input file:
```
! wB97M-V def2-TZVPD RIJCOSX def2/J DEFGRID3
* xyz 0 1
C -6.5597 -1.4545 -1.2509
C -5.5192 -2.0793 -0.3327
H -5.9794 -2.7770 0.3697
H -4.7513 -2.5922 -0.9202
O -4.8864 -1.0938 0.4876
C -3.8754 -0.4204 -0.0526
O -3.4661 -0.5667 -1.1723
C -3.3174 0.5919 0.9394
N -1.9161 0.8195 0.6513
C -1.5442 2.0978 0.2662
O -2.3376 3.0173 0.2548
N -0.2226 2.2745 -0.0728
C 0.6246 1.2106 -0.0605
N 1.9312 1.2192 -0.3809
C 2.3407 -0.0441 -0.2307
N 3.6342 -0.3746 -0.4206
C 4.6019 0.6860 -0.6184
H 4.1103 1.6345 -0.4099
C 5.7935 0.4575 0.3106
C 6.4083 -0.9156 0.0510
C 5.3375 -1.9947 0.1876
C 4.1655 -1.6777 -0.7433
H 3.3979 -2.4414 -0.6710
H 4.5296 -1.6616 -1.7815
H 5.7478 -2.9742 -0.0614
H 4.9793 -2.0251 1.2186
H 7.2230 -1.1030 0.7523
H 6.8222 -0.9434 -0.9597
H 6.5340 1.2416 0.1503
H 5.4533 0.5154 1.3460
H 4.9400 0.6858 -1.6627
N 1.3395 -0.8662 0.1911
C 0.2103 -0.0586 0.3003
C -1.1217 -0.3385 0.6941
O -1.6015 -1.4006 1.0611
C 1.3130 -2.2599 0.5512
H 2.1336 -2.5030 1.2276
H 0.3634 -2.4420 1.0548
H 1.3514 -2.9035 -0.3313
C 0.2574 3.5775 -0.4752
H 0.7069 3.5102 -1.4652
H -0.5927 4.2564 -0.4869
H 1.0100 3.9274 0.2317
H -3.4449 0.2065 1.9534
H -3.8388 1.5463 0.8272
H -7.2953 -0.9061 -0.6676
H -7.0628 -2.2341 -1.8159
H -6.0780 -0.7707 -1.9453
*
```

ORCA calculation (the ωB97M-V functional and the def2-TZVPD basis) on a molecular structure, C16H23N5O6RuSSe.

**E_tot**: -4242.65269 Eh
**F_max**: 0.68 eV Å⁻¹
**Gap between HOMO and LUMO (alpha / beta)**: 0.23401 / 0.23419 Ha
**Highest occupied orbital energy (alpha / beta)**: -14.81 / -14.81 eV

ORCA input file:
```
! wB97M-V def2-TZVPD RIJCOSX def2/J DEFGRID3
* xyz 2 1
Ru 1.3463 0.0337 0.7812
C -4.6260 4.2368 -1.6338
C -3.7373 3.0501 -1.4185
C -4.1255 1.7802 -1.8408
C -3.3080 0.6776 -1.6569
C -2.0685 0.8506 -1.0552
C -1.6618 2.1081 -0.6148
C -2.4950 3.1937 -0.7919
S -1.0570 -0.5590 -0.8379
O 0.2486 -0.4348 -1.5141
O -1.8250 -1.7343 -1.0937
N -0.5053 -0.5230 0.7040
C -1.2790 -0.0449 1.8570
C -0.5703 1.1508 2.4533
O -1.0167 2.0342 3.0949
O 0.8010 1.1553 2.1729
H -5.6762 3.9535 -1.5951
H -4.4367 4.6693 -2.6185
H -4.4463 5.0096 -0.8889
H -5.0905 1.6476 -2.3125
H -3.6264 -0.3054 -1.9742
H -0.7318 2.2424 -0.0766
H -2.1936 4.1654 -0.4224
H -1.2530 -0.8146 2.6340
H -2.3190 0.1813 1.6273
C 5.6316 1.9022 2.0482
O 4.8097 2.3369 0.9184
C 3.7180 1.6916 0.6929
O 3.2988 0.7160 1.3323
N 2.9855 2.1672 -0.3420
N 1.7817 1.4944 -0.6265
H 6.4499 2.6107 2.0738
H 5.9900 0.8945 1.8604
H 5.0401 1.9486 2.9576
H 3.2810 2.9515 -0.9062
H 1.8553 0.9608 -1.4942
H 1.0319 2.1776 -0.7338
C -0.0285 -3.6848 2.3811
N 0.1625 -3.8050 0.9370
C -0.5733 -4.6409 0.1390
C -0.0687 -4.5459 -1.1150
N 0.9679 -3.6528 -1.0660
C 1.7848 -3.2604 -2.2163
C 1.0928 -3.1972 0.1883
Se 2.4721 -2.0319 0.7885
H -1.0926 -3.5944 2.5840
H 0.4931 -2.8028 2.7405
H 0.3708 -4.5674 2.8762
H -1.3845 -5.2289 0.5306
H -0.3545 -5.0329 -2.0302
H 1.5973 -3.9703 -3.0160
H 2.8376 -3.3007 -1.9492
H 1.5023 -2.2595 -2.5323
*
```

ORCA calculation (the ωB97M-V functional and the def2-TZVPD basis) on a single C16H23NO3 molecule.

**Energy above the lowest of the compared OMol25 structures with the same formula, charge and spin**: 155.77 kJ/mol
**E_tot**: -903.96195 Eh
**F_max**: 0.63 eV Å⁻¹
**Gap between HOMO and LUMO**: 0.33340 Ha
**Highest occupied orbital energy**: -8.28 eV

ORCA input file:
```
! wB97M-V def2-TZVPD RIJCOSX def2/J DEFGRID3
* xyz 0 1
C -4.9653 -1.4616 2.5155
C -3.7796 -0.5491 2.4150
C -3.3266 0.1696 3.5075
C -2.2344 1.0133 3.3816
C -1.5716 1.1571 2.1781
C -2.0265 0.4278 1.0669
C -3.1205 -0.4137 1.1972
H -3.4881 -0.9763 0.3524
O -1.3302 0.6414 -0.0894
C -1.5627 -0.1765 -1.2167
C -0.9671 -1.5791 -1.0590
H -1.4773 -2.1139 -0.2562
C 0.5225 -1.4877 -0.7321
C 1.3204 -1.0325 -1.9447
O 0.8358 -0.9771 -3.0595
N 2.6237 -0.7226 -1.7306
C 3.3088 -0.6192 -0.4625
H 2.7279 -1.0557 0.3459
C 3.6022 0.8618 -0.1796
O 4.3714 1.4269 -1.2140
C 3.7118 1.3228 -2.4585
H 4.3831 1.7648 -3.1957
C 3.4050 -0.1374 -2.8047
H 2.8235 -0.2036 -3.7245
H 4.3390 -0.6984 -2.9127
H 2.7711 1.8933 -2.4318
H 4.1876 0.9755 0.7343
H 2.6504 1.4068 -0.0761
H 4.2605 -1.1583 -0.5432
H 0.8998 -2.4618 -0.4121
H 0.6497 -0.7756 0.0849
H -1.1079 -2.1181 -1.9957
H -2.6315 -0.2332 -1.4528
H -1.0566 0.3348 -2.0389
C -0.3861 2.0612 2.0290
H -0.2173 2.6308 2.9390
H -0.5407 2.7476 1.1985
H 0.5094 1.4788 1.8093
H -1.8896 1.5708 4.2409
H -3.8248 0.0744 4.4609
H -5.3141 -1.5323 3.5424
H -4.7121 -2.4607 2.1634
H -5.7825 -1.0888 1.8984
*
```